Record 1
Density functional theory data (ωB97M-V with the def2-TZVPD basis set) for C6H9N in the gas phase in a non-equilibrium geometry.

Properties
- Energy above the lowest of the compared OMol25 structures with the same formula, charge and spin: 0.5816 eV
- F_max: 0.0340 hartree/bohr
- Spin multiplicity: 1
- Kohn-Sham gap: 8.921 eV
- Charge: 0
- Calculated total energy: -7857.5780 eV

Each line ends with the Mulliken charge.
Atoms and positions in Å:
H 0.75 -0.07 -2.45  0.335
H -1.90 -1.78 -1.05  0.276
H -0.65 0.60 2.59  0.349
C -0.05 -0.07 0.68  -0.062
H 2.63 0.82 -0.84  0.336
C 1.59 0.75 -0.60  -0.487
C 0.62 0.30 -1.44  -0.584
C -0.68 -0.32 2.01  -1.347
C -0.43 -0.22 -0.63  1.033
H 1.62 0.62 1.59  0.198
H -1.72 -0.61 1.90  0.303
H -0.10 -1.07 2.53  0.313
N 1.20 0.47 0.69  0.001
H -2.58 -0.35 -0.42  0.314
C -1.79 -0.68 -1.07  -1.319
H -1.97 -0.43 -2.11  0.341



Record 2
Density functional theory data (ωB97M-V with the def2-TZVPD basis set) for a molecular structure, C6H9N.

Properties
- Energy above the lowest of the compared OMol25 structures with the same formula, charge and spin: 4.9760 eV
- F_max: 0.0141 hartree/bohr
- Spin multiplicity: 1
- Kohn-Sham gap (spin up / spin down): 8.227 / 7.563 eV
- Charge: 0
- Calculated total energy: -7853.1836 eV

Each line ends with the Mulliken charge.
Atoms and positions in Å:
H -2.11 -1.30 -0.42  0.284
H 1.75 -1.01 1.16  0.382
H -0.65 0.43 -1.96  0.419
C -0.48 0.08 -0.94  -0.323
C 1.89 0.99 -0.44  -0.717
C -0.56 -0.55 0.99  -0.415
H -0.56 1.72 0.64  0.287
H 1.81 1.70 0.38  0.279
C -1.02 -1.23 -0.35  -0.537
H -0.91 -0.88 1.97  0.479
H -0.54 -2.16 -0.65  0.316
N 0.97 -0.04 -0.58  -0.029
H -2.12 0.90 0.31  0.299
H 2.67 1.11 -1.18  0.272
C -1.04 0.78 0.33  -0.620
C 0.92 -0.51 0.69  -0.375



Record 3
Density functional theory data (ωB97M-V with the def2-TZVPD basis set) for a molecular structure, C6H9N.

Properties
- Energy above the lowest of the compared OMol25 structures with the same formula, charge and spin: 7.2319 eV
- F_max: 0.0068 hartree/bohr
- Spin multiplicity: 1
- Kohn-Sham gap (spin up / spin down): 6.961 / 6.959 eV
- Charge: 0
- Calculated total energy: -7850.9277 eV

Each line ends with the Mulliken charge.
Atoms and positions in Å:
H 0.02 -2.47 -0.66  0.381
H -0.24 -0.56 -2.86  0.291
H 1.32 -0.25 -2.00  0.246
C 0.71 1.19 1.08  -0.731
C -0.42 0.59 -0.88  -0.003
C -0.12 -1.40 -0.81  -0.188
N -0.64 -0.58 0.02  -0.089
H -1.07 0.08 2.32  0.325
H -0.95 -1.62 1.79  0.385
H 1.29 1.81 1.78  0.291
C 0.43 1.58 -0.15  -0.495
C -0.43 -0.64 1.82  -0.877
C 0.24 -0.42 -1.88  -0.525
H 0.51 -0.79 2.34  0.284
H -1.39 0.97 -1.23  0.340
H 0.72 2.51 -0.67  0.364



What did the first record say?
Density functional theory data (ωB97M-V with the def2-TZVPD basis set) for C6H9N in the gas phase in a non-equilibrium geometry.

Properties
- Energy above the lowest of the compared OMol25 structures with the same formula, charge and spin: 0.5816 eV
- F_max: 0.0340 hartree/bohr
- Spin multiplicity: 1
- Kohn-Sham gap: 8.921 eV
- Charge: 0
- Calculated total energy: -7857.5780 eV

Each line ends with the Mulliken charge.
Atoms and positions in Å:
H 0.75 -0.07 -2.45  0.335
H -1.90 -1.78 -1.05  0.276
H -0.65 0.60 2.59  0.349
C -0.05 -0.07 0.68  -0.062
H 2.63 0.82 -0.84  0.336
C 1.59 0.75 -0.60  -0.487
C 0.62 0.30 -1.44  -0.584
C -0.68 -0.32 2.01  -1.347
C -0.43 -0.22 -0.63  1.033
H 1.62 0.62 1.59  0.198
H -1.72 -0.61 1.90  0.303
H -0.10 -1.07 2.53  0.313
N 1.20 0.47 0.69  0.001
H -2.58 -0.35 -0.42  0.314
C -1.79 -0.68 -1.07  -1.319
H -1.97 -0.43 -2.11  0.341